No. 1
181
Properties=species:S:1:pos:R:3 method="wB97M-V/def2-TZVPD" e_homo_ev=-8.9 homo_lumo_gap_ev=6.74
C -2.132 -5.327 -1.086
C -3.207 -5.853 -0.453
C -4.143 -5.026 0.451
O -5.168 -5.409 0.971
C -3.732 -3.583 0.501
C -2.606 -3.085 -0.079
C -1.794 -3.910 -1.042
O -0.891 -3.406 -1.770
O -2.170 -1.861 0.143
O -3.528 -7.151 -0.521
H -1.514 -6.011 -1.647
H -4.377 -3.077 1.204
H -2.927 -1.419 0.533
H -4.291 -7.363 0.022
C -2.444 -5.068 3.910
C -3.560 -4.719 4.678
C -3.813 -3.272 5.149
O -4.842 -2.953 5.686
C -2.702 -2.397 4.872
C -1.615 -2.771 4.158
C -1.373 -4.131 3.575
O -0.429 -4.512 2.886
O -0.473 -2.002 4.167
O -4.525 -5.638 4.892
H -2.489 -6.108 3.622
H -2.661 -1.445 5.381
H 0.255 -2.411 3.694
H -5.329 -5.204 5.187
C -3.520 3.565 2.504
C -4.840 3.536 2.746
C -5.752 4.680 2.453
O -6.981 4.788 2.730
C -5.009 5.866 2.005
C -3.689 5.853 1.725
C -2.781 4.653 1.801
O -1.581 4.581 1.463
O -3.097 6.931 1.183
O -5.358 2.508 3.467
H -2.827 2.781 2.774
H -5.587 6.767 1.860
H -2.197 6.607 1.098
H -6.310 2.623 3.513
C 6.028 -1.298 3.192
C 6.221 0.074 3.205
C 5.595 0.954 4.251
O 5.626 2.187 4.179
C 4.824 0.266 5.254
C 4.780 -1.095 5.319
C 5.285 -1.989 4.209
O 5.069 -3.218 4.172
O 4.089 -1.730 6.276
O 7.074 0.689 2.376
H 6.538 -1.904 2.458
H 4.271 0.931 5.901
H 4.246 -2.669 6.151
H 7.013 1.640 2.492
C -6.423 2.482 -1.059
C -6.776 1.204 -1.233
C -5.760 0.102 -1.388
O -6.080 -1.090 -1.582
C -4.367 0.619 -1.384
C -4.076 1.925 -1.182
C -5.072 3.011 -1.021
O -4.844 4.175 -0.906
O -2.768 2.350 -1.138
O -8.109 0.882 -1.505
H -7.252 3.170 -0.985
H -3.563 -0.103 -1.390
H -2.814 3.293 -1.308
H -8.137 -0.073 -1.415
C 1.609 4.551 -2.663
O 1.514 5.741 -2.939
N 2.343 4.041 -1.646
C 2.346 2.555 -1.355
C 3.308 4.875 -0.893
H 1.209 3.716 -3.258
H 3.273 2.107 -1.714
H 1.495 2.127 -1.885
H 2.199 2.320 -0.301
H 4.310 4.968 -1.312
H 3.029 5.925 -0.982
H 3.277 4.513 0.135
C -4.467 -0.289 2.350
O -3.958 -0.392 1.239
N -5.638 -0.881 2.750
C -6.055 -0.709 4.158
C -6.654 -1.253 1.800
H -3.919 0.084 3.228
H -6.855 -1.376 4.478
H -6.661 0.197 4.157
H -5.229 -0.756 4.868
H -7.371 -0.433 1.754
H -6.209 -1.350 0.809
H -7.305 -2.088 2.059
C -0.308 3.351 5.037
O -1.459 2.833 5.132
N 0.792 2.591 5.022
C 0.643 1.143 5.048
C 1.977 3.160 4.325
H -0.118 4.413 4.820
H 0.921 0.701 4.091
H -0.351 0.782 5.314
H 1.219 0.759 5.890
H 1.900 2.790 3.302
H 1.856 4.243 4.336
H 2.951 2.965 4.774
C 3.187 -7.222 0.309
O 3.562 -8.193 -0.387
N 2.725 -6.079 -0.197
C 2.304 -4.956 0.727
C 2.679 -5.758 -1.584
H 3.220 -7.210 1.409
H 2.713 -5.101 1.727
H 1.252 -4.987 1.010
H 2.505 -3.977 0.293
H 1.705 -5.351 -1.854
H 3.542 -5.209 -1.959
H 2.517 -6.620 -2.232
C 2.822 -0.616 -4.636
O 3.300 -0.824 -3.513
N 2.393 -1.544 -5.520
C 1.846 -1.227 -6.868
C 2.584 -2.916 -5.276
H 2.643 0.412 -4.987
H 2.604 -1.218 -7.652
H 1.553 -0.195 -7.058
H 0.968 -1.846 -7.051
H 1.585 -3.320 -5.439
H 3.150 -3.407 -6.068
H 2.955 -3.155 -4.279
C -0.498 0.734 -4.523
O -1.464 1.440 -5.130
P -2.975 0.913 -5.470
O -3.244 1.115 -6.912
O -2.969 -0.657 -4.962
C -4.087 -1.241 -4.212
O -3.928 1.672 -4.373
C -4.026 3.053 -4.502
H 0.498 1.169 -4.599
H -0.432 -0.227 -5.035
H -0.860 0.435 -3.539
H -3.717 -1.562 -3.238
H -4.481 -2.121 -4.720
H -4.985 -0.623 -4.205
H -4.513 3.585 -3.685
H -4.457 3.420 -5.433
H -3.031 3.473 -4.653
C 8.745 1.964 -5.240
O 7.520 2.693 -5.167
P 6.817 3.026 -3.724
O 5.402 3.445 -3.864
O 7.057 1.715 -2.814
C 6.502 1.526 -1.513
O 7.771 4.139 -3.005
C 8.300 5.362 -3.754
H 8.494 0.908 -5.342
H 9.397 2.069 -4.373
H 9.238 2.373 -6.122
H 6.826 2.280 -0.796
H 6.641 0.551 -1.047
H 5.441 1.772 -1.548
H 7.867 6.290 -3.383
H 7.927 5.406 -4.778
H 9.389 5.400 -3.772
C -0.497 0.604 1.615
O 0.847 0.730 1.190
P 1.825 -0.598 1.082
O 1.925 -1.316 2.387
O 3.236 -0.144 0.432
C 4.216 -1.108 0.297
O 1.207 -1.462 -0.113
C 0.962 -0.795 -1.342
H -0.721 -0.267 2.232
H -1.213 0.667 0.796
H -0.805 1.408 2.284
H 4.282 -1.305 -0.773
H 4.016 -2.061 0.787
H 5.207 -0.743 0.569
H 1.002 -1.546 -2.130
H 1.784 -0.118 -1.575
H 0.022 -0.264 -1.493

---

No. 2
171
Properties=species:S:1:pos:R:3 method="wB97M-V/def2-TZVPD" de_lowest_kj_mol=1014.50 e_homo_ev=-10.8 homo_lumo_gap_ev=6.41 charge=+1
C 2.913 -1.019 6.756
C 2.214 0.013 5.721
O 2.763 -0.035 4.383
C 2.554 -1.316 3.747
C 1.006 -1.727 3.551
C 0.726 -1.846 1.946
C 0.239 -0.382 1.455
C -0.816 -0.461 0.202
C -2.038 0.544 0.360
C -1.701 2.073 0.171
C -0.162 2.468 -0.108
C 0.332 2.513 -1.565
C 1.794 2.826 -2.028
C 2.742 3.081 -0.790
C 2.066 3.016 0.595
N 0.730 2.725 0.968
C -2.807 3.188 0.280
C -2.537 4.748 0.125
O -1.528 5.098 -0.850
C -0.754 6.201 -0.314
C -1.425 7.524 0.218
C -0.536 8.680 0.801
C 1.030 8.592 0.883
C 1.689 7.297 0.343
C 0.806 6.167 -0.235
C -4.259 2.640 0.609
C -5.394 3.755 0.776
C -5.160 4.714 2.083
C -5.275 6.266 1.651
O -6.322 6.926 2.392
C -5.874 7.177 3.756
C -4.514 1.098 0.792
C -6.018 0.691 1.160
C -6.261 0.893 2.760
O -6.803 2.186 3.089
C -7.369 -0.193 3.249
F -6.933 -1.536 3.108
F -7.751 -0.020 4.603
F -8.579 -0.093 2.474
N -3.411 0.131 0.667
C -3.772 -1.288 0.905
O -4.197 -1.581 2.269
C -3.098 -1.697 3.149
F -2.331 -0.520 3.300
F -2.261 -2.827 2.867
F -3.651 -1.971 4.441
H 2.941 -0.542 7.791
H 3.996 -1.173 6.384
H 2.407 -2.044 6.722
H 2.457 1.069 6.126
H 1.059 -0.051 5.749
H 3.076 -1.252 2.718
H 3.083 -2.191 4.291
H 0.768 -2.769 3.994
H 0.259 -0.980 3.986
H -0.098 -2.594 1.692
H 1.674 -2.164 1.370
H 1.194 0.152 1.076
H -0.171 0.279 2.292
H -1.090 -1.549 0.003
H -0.194 -0.127 -0.716
H -0.444 2.296 -2.388
H 2.143 2.845 -3.109
H 3.853 3.323 -0.923
H 2.773 3.242 1.480
H -2.246 5.134 1.181
H -3.481 5.360 -0.153
H -2.551 7.684 0.233
H -0.987 9.658 1.209
H 1.681 9.430 1.328
H 2.839 7.233 0.392
H 1.312 5.235 -0.647
H -5.391 4.378 -0.201
H -6.453 3.349 0.882
H -4.106 4.479 2.478
H -5.932 4.534 2.900
H -5.500 6.400 0.522
H -4.228 6.734 1.800
H -6.310 6.358 4.441
H -6.325 8.196 4.056
H -4.737 7.136 3.854
H -6.285 -0.398 0.951
H -6.760 1.319 0.535
H -5.303 0.709 3.354
H -6.676 2.277 4.064
H -2.981 -2.055 0.626
H -4.684 -1.515 0.230
C -0.718 -4.958 -0.265
O 0.688 -5.165 -0.375
C 1.067 -5.810 -1.497
O 0.333 -6.202 -2.370
O 2.403 -5.938 -1.472
C 2.950 -6.609 -2.609
H -0.906 -4.432 0.672
H -1.081 -4.337 -1.088
H -1.248 -5.912 -0.238
H 2.733 -6.054 -3.525
H 2.566 -7.629 -2.676
H 4.032 -6.655 -2.482
C 6.260 -6.253 -6.923
O 5.356 -5.949 -7.985
C 4.060 -5.975 -7.630
O 3.631 -6.226 -6.530
O 3.325 -5.673 -8.714
C 1.917 -5.664 -8.484
H 7.274 -6.202 -7.322
H 6.170 -5.521 -6.118
H 6.088 -7.265 -6.548
H 1.653 -4.908 -7.741
H 1.571 -6.652 -8.171
H 1.428 -5.409 -9.424
C -9.083 10.195 4.044
O -7.895 10.846 4.492
C -8.043 12.162 4.730
O -9.060 12.795 4.598
O -6.859 12.646 5.142
C -6.868 14.043 5.434
H -8.847 9.142 3.884
H -9.868 10.262 4.801
H -9.422 10.620 3.097
H -7.564 14.262 6.246
H -7.119 14.621 4.542
H -5.864 14.323 5.756
C -1.416 -12.148 -0.016
O -0.223 -11.504 0.429
C -0.363 -10.191 0.671
O -1.378 -9.549 0.544
O 0.825 -9.714 1.080
C 0.823 -8.320 1.375
H -1.186 -13.201 -0.180
H -2.198 -12.079 0.744
H -1.757 -11.718 -0.961
H 0.130 -8.099 2.190
H 0.572 -7.737 0.486
H 1.828 -8.042 1.694
C 3.126 9.528 7.117
O 2.826 9.047 5.807
C 1.993 7.992 5.784
O 1.507 7.452 6.747
O 1.797 7.645 4.500
C 0.926 6.530 4.322
H 3.803 10.376 7.014
H 2.218 9.869 7.619
H 3.626 8.756 7.706
H -0.070 6.752 4.713
H 1.339 5.638 4.799
H 0.841 6.339 3.251
C 7.401 -5.408 -1.403
O 8.807 -5.615 -1.510
C 9.187 -6.257 -2.628
O 8.454 -6.650 -3.503
O 10.524 -6.384 -2.601
C 11.071 -7.053 -3.736
H 7.211 -4.884 -0.466
H 7.039 -4.787 -2.226
H 6.872 -6.364 -1.378
H 10.856 -6.498 -4.652
H 10.688 -8.074 -3.804
H 12.153 -7.098 -3.607
C 4.903 -8.692 -14.901
O 5.656 -8.599 -13.693
C 5.035 -7.932 -12.705
O 3.938 -7.431 -12.768
O 5.848 -7.919 -11.636
C 5.312 -7.237 -10.501
H 5.500 -9.248 -15.624
H 3.970 -9.234 -14.732
H 4.703 -7.698 -15.308
H 4.396 -7.723 -10.158
H 5.130 -6.187 -10.734
H 6.049 -7.290 -9.702